# C4H11N2O

An isolated ion of composition C4H11N2O and charge +1 in a non-equilibrium geometry (ωB97M-V with the def2-TZVPD basis set, the OMol25 dataset).

```
! RIJCOSX wB97M-V def2-TZVPD def2/J DEFGRID3
* xyz 1 1
C -0.68 -0.11 -0.04
C 1.59 0.71 -0.21
C -0.20 2.43 -0.28
C -0.59 -2.54 0.33
N 0.23 1.09 -0.44
N 0.04 -1.24 0.14
O -1.92 0.05 0.17
H 1.81 -0.11 -0.97
H 2.32 1.56 -0.42
H 1.89 0.34 0.94
H 0.69 3.12 -0.09
H -0.82 2.84 -1.19
H -0.79 2.47 0.58
H -1.74 -2.46 0.54
H -0.05 -3.04 1.14
H -0.48 -3.20 -0.64
H 1.04 -1.10 0.38
H -2.35 -0.81 0.07
*
```

The value obtained for the maximum force is 0.1456 Eh/bohr. As for the HOMO energy: -13.9 eV. The energy relative to the best compared isomer or geometry (same formula, charge and spin) is 320.68 kJ/mol. The calculation puts the HOMO-LUMO gap at 10.499 eV. The structure (SMILES) is C/[NH+]=C(\O)N(C)C.

Here is what natural (NBO) gives for the atomic charges, in e: atom 1 (C): 0.822, atom 2 (C): -0.461, atom 3 (C): -0.426, atom 4 (C): -0.436, atom 5 (N): -0.388, atom 6 (N): -0.589, atom 7 (O): -0.575, atom 8 (H): 0.226, atom 9 (H): 0.268, atom 10 (H): 0.192, atom 11 (H): 0.240, atom 12 (H): 0.234, atom 13 (H): 0.210, atom 14 (H): 0.200, atom 15 (H): 0.251, atom 16 (H): 0.247, atom 17 (H): 0.463, atom 18 (H): 0.522

# C34H39BrCrN4O2P2

C34H39BrCrN4O2P2 as an isolated structure in a non-equilibrium geometry (ωB97M-V with the def2-TZVPD basis set, the OMol25 dataset).

```
! RIJCOSX wB97M-V def2-TZVPD def2/J DEFGRID3
* xyz 0 5
Cr -0.95 2.30 -2.38
C -1.51 3.95 -3.48
C -1.59 4.22 -2.06
C -2.88 4.17 -1.27
C -3.70 2.89 -1.58
C -2.84 1.70 -1.92
C -2.49 1.36 -3.29
C -3.03 2.15 -4.45
C -2.70 3.65 -4.37
C 0.08 -2.62 -0.13
H -0.77 4.56 -4.02
H -0.86 4.92 -1.63
H -3.51 5.07 -1.42
H -2.61 4.19 -0.20
H -4.29 2.66 -0.68
H -4.44 3.10 -2.36
H -2.97 0.87 -1.22
H -2.27 0.31 -3.54
H -4.11 2.02 -4.61
H -2.54 1.75 -5.35
H -2.49 4.00 -5.39
H -3.59 4.21 -4.06
H 0.50 -2.04 -0.97
H -0.24 -3.60 -0.52
H 0.84 -2.76 0.65
P -1.33 -1.77 0.49
P 1.68 0.56 1.12
N -2.57 -2.00 -0.62
N -1.86 -2.52 1.92
N 1.55 1.02 -0.50
N 2.64 1.54 2.03
C -1.09 -0.02 0.75
C 0.02 0.39 1.77
C -2.34 -2.26 -1.98
C -3.56 -2.47 -2.60
C -4.58 -2.29 -1.62
C -3.96 -1.97 -0.42
C -1.71 -3.89 2.19
C -2.21 -4.14 3.47
C -2.69 -2.89 3.99
C -2.47 -1.92 3.02
C 2.01 0.29 -1.62
C 1.81 0.99 -2.78
C 1.15 2.26 -2.45
C 0.79 2.14 -1.02
C 2.98 2.89 1.75
C 3.66 3.40 2.84
C 3.75 2.35 3.83
C 3.13 1.23 3.33
H -2.06 0.42 1.03
H -0.84 0.39 -0.26
H -0.27 1.38 2.17
H 0.08 -0.29 2.64
H -1.33 -2.30 -2.35
H -3.70 -2.75 -3.64
H -5.64 -2.40 -1.78
H -4.38 -1.74 0.55
H -1.25 -4.55 1.47
H -2.23 -5.09 3.97
H -3.14 -2.73 4.96
H -2.68 -0.86 3.02
H 2.60 -0.61 -1.48
H 2.10 0.70 -3.78
H 1.40 3.21 -2.93
H 0.65 2.97 -0.32
H 2.70 3.34 0.82
H 4.06 4.40 2.95
H 4.22 2.44 4.81
H 2.94 0.26 3.76
Br 3.83 -2.77 -0.90
C 4.69 -2.86 0.79
C 5.93 -3.51 0.88
C 6.48 -3.83 2.12
C 5.84 -3.42 3.29
C 4.65 -2.71 3.22
C 4.07 -2.40 1.98
C 2.75 -1.73 2.04
O 1.89 -1.93 2.87
O 2.53 -0.77 1.01
H 6.46 -3.78 -0.03
H 7.42 -4.38 2.16
H 6.25 -3.67 4.26
H 4.13 -2.39 4.11
*
```

Its expectation value of S² is 6.09. The value obtained for the maximum force is 0.0729 Eh/bohr. As for the HOMO energy (alpha / beta): -4.8 / -5.5 eV. The energy relative to the best compared isomer or geometry (same formula, charge and spin) is 142.62 kJ/mol. The calculation puts the HOMO-LUMO gap (alpha / beta) at 4.802 / 5.372 eV.

Here is what Löwdin gives for the atomic charges, in e: atom 1 (Cr): 0.505, atom 2 (C): -0.260, atom 3 (C): -0.293, atom 4 (C): -0.217, atom 5 (C): -0.212, atom 6 (C): -0.288, atom 7 (C): -0.294, atom 8 (C): -0.227, atom 9 (C): -0.216, atom 10 (C): -0.135, atom 11 (H): 0.094, atom 12 (H): 0.099, atom 13 (H): 0.106, atom 14 (H): 0.097, atom 15 (H): 0.096, atom 16 (H): 0.101, atom 17 (H): 0.059, atom 18 (H): 0.085, atom 19 (H): 0.104, atom 20 (H): 0.101, atom 21 (H): 0.101, atom 22 (H): 0.099, atom 23 (H): 0.061, atom 24 (H): 0.081, atom 25 (H): 0.061, atom 26 (P): 0.975, atom 27 (P): 0.902, atom 28 (N): -0.190, atom 29 (N): -0.185, atom 30 (N): -0.186, atom 31 (N): -0.157, atom 32 (C): -0.253, atom 33 (C): -0.211, atom 34 (C): -0.118, atom 35 (C): -0.057, atom 36 (C): -0.056, atom 37 (C): -0.096, atom 38 (C): -0.087, atom 39 (C): -0.054, atom 40 (C): -0.057, atom 41 (C): -0.111, atom 42 (C): -0.145, atom 43 (C): -0.066, atom 44 (C): -0.237, atom 45 (C): -0.240, atom 46 (C): -0.085, atom 47 (C): -0.066, atom 48 (C): -0.065, atom 49 (C): -0.075, atom 50 (H): 0.109, atom 51 (H): 0.068, atom 52 (H): 0.117, atom 53 (H): 0.093, atom 54 (H): 0.109, atom 55 (H): 0.107, atom 56 (H): 0.102, atom 57 (H): 0.111, atom 58 (H): 0.111, atom 59 (H): 0.101, atom 60 (H): 0.101, atom 61 (H): 0.109, atom 62 (H): 0.008, atom 63 (H): 0.108, atom 64 (H): 0.107, atom 65 (H): 0.095, atom 66 (H): 0.102, atom 67 (H): 0.098, atom 68 (H): 0.102, atom 69 (H): 0.107, atom 70 (Br): 0.819, atom 71 (C): -0.594, atom 72 (C): -0.146, atom 73 (C): -0.112, atom 74 (C): -0.099, atom 75 (C): -0.046, atom 76 (C): -0.196, atom 77 (C): -0.571, atom 78 (O): -0.022, atom 79 (O): -0.187, atom 80 (H): 0.092, atom 81 (H): 0.095, atom 82 (H): 0.099, atom 83 (H): 0.111

# C42H51ClF3N8O3PtS

C42H51ClF3N8O3PtS as an isolated structure in a non-equilibrium geometry (ωB97M-V with the def2-TZVPD basis set, the OMol25 dataset).

```
! RIJCOSX wB97M-V def2-TZVPD def2/J DEFGRID3
* xyz 3 1
Pt 2.07 0.82 -1.14
C 4.12 -0.48 -4.79
C 3.13 0.29 -3.98
O 2.99 -0.02 -2.77
N 2.44 1.25 -4.58
C 1.42 2.10 -3.97
C 2.00 3.15 -3.06
C 2.25 4.43 -3.49
C 2.86 5.34 -2.63
C 3.21 4.91 -1.36
C 2.93 3.62 -0.98
N 2.33 2.75 -1.82
H 4.23 -1.48 -4.36
H 5.08 0.02 -4.73
H 3.83 -0.55 -5.83
H 2.68 1.44 -5.54
H 0.73 1.46 -3.40
H 0.85 2.56 -4.78
H 1.97 4.73 -4.49
H 3.06 6.35 -2.95
H 3.70 5.58 -0.66
H 3.18 3.25 0.00
C -2.79 -5.38 1.11
C -1.52 -4.95 1.83
N -1.26 -3.49 1.71
C -1.63 -2.58 2.81
C -3.08 -2.15 2.75
C -0.78 -3.00 0.60
S -0.47 -1.30 0.32
N -0.45 -3.74 -0.47
C -0.01 -3.00 -1.44
O 0.10 -1.67 -1.20
C 0.37 -3.45 -2.76
C 0.72 -2.54 -3.75
C 1.04 -3.00 -5.01
C 1.00 -4.36 -5.29
C 0.65 -5.27 -4.30
C 0.33 -4.82 -3.03
H -2.93 -6.45 1.25
H -2.73 -5.18 0.04
H -3.67 -4.88 1.51
H -0.65 -5.47 1.43
H -1.57 -5.15 2.90
H -0.95 -1.72 2.77
H -1.41 -3.10 3.74
H -3.31 -1.66 1.80
H -3.28 -1.46 3.56
H -3.75 -3.00 2.87
H 0.72 -1.48 -3.53
H 1.29 -2.30 -5.80
H 1.24 -4.72 -6.28
H 0.62 -6.33 -4.52
H 0.04 -5.52 -2.25
C -1.66 2.16 4.90
C -2.83 2.69 4.07
C -3.20 4.10 4.56
C -4.04 1.77 4.32
C -2.46 2.71 2.55
O -2.17 1.38 2.10
C -3.57 3.33 1.69
C -3.40 3.29 0.17
C -3.34 1.92 -0.47
C -4.26 0.92 -0.13
C -4.20 -0.34 -0.71
C -3.23 -0.60 -1.66
Cl -3.12 -2.19 -2.35
C -2.36 0.39 -2.07
C -2.42 1.64 -1.47
C -1.14 3.52 2.32
N -0.04 2.69 1.83
C 0.23 2.43 0.57
N 1.20 1.51 0.52
C 1.49 1.27 1.84
N 0.75 1.97 2.65
H -2.02 1.90 5.90
H -0.87 2.89 5.04
H -1.22 1.27 4.46
H -3.27 4.09 5.65
H -4.16 4.44 4.17
H -2.44 4.84 4.30
H -4.28 1.79 5.38
H -3.83 0.73 4.08
H -4.94 2.08 3.79
H -2.94 0.84 2.32
H -3.68 4.38 1.99
H -4.52 2.86 1.95
H -2.54 3.88 -0.16
H -4.26 3.82 -0.25
H -5.03 1.12 0.60
H -4.91 -1.10 -0.43
H -1.65 0.18 -2.87
H -1.76 2.43 -1.82
H -0.80 4.01 3.22
H -1.29 4.28 1.55
H -0.29 2.85 -0.27
H 2.25 0.58 2.16
F 6.81 -2.74 2.74
C 6.33 -3.28 1.62
F 5.83 -4.48 1.91
F 7.34 -3.44 0.76
C 5.27 -2.38 1.02
C 5.65 -1.27 0.28
C 4.66 -0.44 -0.22
N 3.36 -0.67 -0.01
C 3.00 -1.75 0.70
C 3.92 -2.62 1.24
H 6.69 -1.04 0.09
H 4.91 0.42 -0.81
H 1.94 -1.91 0.85
H 3.60 -3.49 1.80
*
```

The value obtained for the maximum force is 0.0417 Eh/bohr. As for the HOMO energy: -15.4 eV. The energy relative to the best compared isomer or geometry (same formula, charge and spin) is 22.59 kJ/mol. The calculation puts the HOMO-LUMO gap at 7.241 eV.

These are the Löwdin partial charges, in e, on atoms 1 to 99: atom 1 (Pt): 1.151, atom 2 (C): 0.048, atom 3 (C): -0.456, atom 4 (O): -0.152, atom 5 (N): 0.127, atom 6 (C): -0.090, atom 7 (C): -0.238, atom 8 (C): 0.028, atom 9 (C): 0.011, atom 10 (C): -0.001, atom 11 (C): -0.093, atom 12 (N): -0.062, atom 13 (H): 0.105, atom 14 (H): 0.114, atom 15 (H): 0.102, atom 16 (H): 0.170, atom 17 (H): 0.104, atom 18 (H): 0.146, atom 19 (H): 0.136, atom 20 (H): 0.137, atom 21 (H): 0.132, atom 22 (H): 0.118, atom 23 (C): -0.045, atom 24 (C): -0.147, atom 25 (N): -0.066, atom 26 (C): -0.177, atom 27 (C): -0.035, atom 28 (C): -0.502, atom 29 (S): 1.145, atom 30 (N): 0.200, atom 31 (C): -0.355, atom 32 (O): -0.362, atom 33 (C): -0.156, atom 34 (C): -0.017, atom 35 (C): -0.051, atom 36 (C): -0.023, atom 37 (C): -0.027, atom 38 (C): 0.016, atom 39 (H): 0.096, atom 40 (H): 0.074, atom 41 (H): 0.074, atom 42 (H): 0.126, atom 43 (H): 0.131, atom 44 (H): 0.098, atom 45 (H): 0.137, atom 46 (H): 0.067, atom 47 (H): 0.077, atom 48 (H): 0.086, atom 49 (H): 0.098, atom 50 (H): 0.111, atom 51 (H): 0.125, atom 52 (H): 0.125, atom 53 (H): 0.126, atom 54 (C): -0.040, atom 55 (C): -0.520, atom 56 (C): -0.026, atom 57 (C): -0.025, atom 58 (C): -0.406, atom 59 (O): -0.029, atom 60 (C): -0.107, atom 61 (C): -0.112, atom 62 (C): -0.214, atom 63 (C): -0.021, atom 64 (C): -0.090, atom 65 (C): -0.671, atom 66 (Cl): 0.743, atom 67 (C): -0.124, atom 68 (C): -0.053, atom 69 (C): -0.004, atom 70 (N): -0.068, atom 71 (C): -0.110, atom 72 (N): -0.139, atom 73 (C): -0.167, atom 74 (N): 0.184, atom 75 (H): 0.097, atom 76 (H): 0.085, atom 77 (H): 0.071, atom 78 (H): 0.103, atom 79 (H): 0.093, atom 80 (H): 0.090, atom 81 (H): 0.104, atom 82 (H): 0.068, atom 83 (H): 0.089, atom 84 (H): 0.072, atom 85 (H): 0.131, atom 86 (H): 0.112, atom 87 (H): 0.103, atom 88 (H): 0.140, atom 89 (H): 0.129, atom 90 (H): 0.119, atom 91 (H): 0.099, atom 92 (H): 0.104, atom 93 (H): 0.129, atom 94 (H): 0.135, atom 95 (H): 0.129, atom 96 (H): 0.121, atom 97 (F): 0.185, atom 98 (C): -0.598, atom 99 (F): 0.171

# C36H35BCrF3N7Sb

C36H35BCrF3N7Sb as an isolated structure (ωB97M-V with the def2-TZVPD basis set, the OMol25 dataset).

```
! RIJCOSX wB97M-V def2-TZVPD def2/J DEFGRID3
* xyz 1 5
Cr 0.71 1.29 0.92
C 3.17 3.78 3.49
C 2.15 2.85 3.35
N 1.87 2.66 2.06
N 2.70 3.46 1.36
C 3.49 4.14 2.20
B 2.72 3.44 -0.19
N 1.29 3.72 -0.69
C 0.78 4.84 -1.22
C -0.60 4.75 -1.22
C -0.86 3.51 -0.64
N 0.28 2.90 -0.33
N 3.18 2.06 -0.67
C 4.22 1.75 -1.46
C 4.35 0.38 -1.52
C 3.32 -0.09 -0.70
N 2.62 0.92 -0.19
H 3.61 4.15 4.40
H 1.61 2.32 4.11
H 4.22 4.82 1.81
H 3.46 4.30 -0.60
H 1.43 5.62 -1.57
H -1.31 5.46 -1.60
H -1.81 3.03 -0.48
H 4.80 2.53 -1.92
H 5.08 -0.19 -2.06
H 3.05 -1.11 -0.48
C 0.21 -3.46 -0.05
C 0.79 -2.94 -1.34
C 1.61 -3.80 -2.07
C 2.25 -3.39 -3.23
C 2.08 -2.08 -3.67
C 1.26 -1.23 -2.97
C 0.59 -1.65 -1.82
Sb -0.75 -0.36 -0.79
C -2.21 -1.87 -0.50
C -2.52 -2.59 -1.65
C -3.47 -3.60 -1.61
C -4.12 -3.89 -0.42
C -3.80 -3.17 0.73
C -2.85 -2.16 0.70
C -2.52 -1.43 1.97
C -1.69 0.80 -2.31
C -0.84 1.46 -3.19
C -1.33 2.21 -4.25
C -2.70 2.33 -4.41
C -3.55 1.74 -3.49
C -3.07 0.99 -2.41
C -4.08 0.52 -1.39
H 1.00 -3.96 0.52
H -0.59 -4.18 -0.21
H -0.20 -2.66 0.58
H 1.76 -4.81 -1.71
H 2.88 -4.08 -3.77
H 2.59 -1.73 -4.56
H 1.15 -0.21 -3.33
H -2.02 -2.37 -2.58
H -3.71 -4.15 -2.51
H -4.86 -4.67 -0.37
H -4.30 -3.40 1.66
H -3.28 -1.60 2.73
H -2.44 -0.34 1.81
H -1.56 -1.76 2.39
H 0.24 1.43 -3.05
H -0.65 2.71 -4.92
H -3.11 2.90 -5.23
H -4.62 1.88 -3.58
H -4.91 1.22 -1.38
H -3.66 0.48 -0.39
H -4.47 -0.47 -1.62
F 0.33 -1.94 7.10
C 0.25 -2.63 5.96
F -0.95 -3.23 5.93
F 1.19 -3.58 5.98
C 0.41 -1.71 4.76
C -0.27 -0.50 4.74
C -0.15 0.31 3.63
N 0.61 -0.04 2.58
C 1.27 -1.20 2.60
C 1.19 -2.07 3.68
H -0.89 -0.18 5.57
H -0.66 1.26 3.57
H 1.88 -1.44 1.74
H 1.74 -3.00 3.67
*
```

Its expectation value of S² is 6.02. The value obtained for the maximum force is 0.0080 Eh/bohr. As for the HOMO energy (alpha / beta): -10.8 / -11.2 eV. The calculation puts the HOMO-LUMO gap (alpha / beta) at 7.815 / 8.003 eV.

Here is what Löwdin gives for the atomic charges, in e: atom 1 (Cr): 0.541, atom 2 (C): -0.033, atom 3 (C): -0.124, atom 4 (N): -0.038, atom 5 (N): -0.016, atom 6 (C): -0.049, atom 7 (B): -0.495, atom 8 (N): -0.015, atom 9 (C): -0.045, atom 10 (C): -0.025, atom 11 (C): -0.135, atom 12 (N): -0.075, atom 13 (N): -0.026, atom 14 (C): -0.056, atom 15 (C): -0.036, atom 16 (C): -0.149, atom 17 (N): -0.011, atom 18 (H): 0.102, atom 19 (H): 0.101, atom 20 (H): 0.130, atom 21 (H): 0.126, atom 22 (H): 0.129, atom 23 (H): 0.104, atom 24 (H): 0.113, atom 25 (H): 0.127, atom 26 (H): 0.101, atom 27 (H): 0.105, atom 28 (C): -0.058, atom 29 (C): -0.306, atom 30 (C): -0.041, atom 31 (C): -0.063, atom 32 (C): -0.072, atom 33 (C): -0.122, atom 34 (C): -0.329, atom 35 (Sb): 1.587, atom 36 (C): -0.376, atom 37 (C): -0.127, atom 38 (C): -0.067, atom 39 (C): -0.061, atom 40 (C): -0.034, atom 41 (C): -0.319, atom 42 (C): -0.057, atom 43 (C): -0.326, atom 44 (C): -0.152, atom 45 (C): -0.072, atom 46 (C): -0.062, atom 47 (C): -0.042, atom 48 (C): -0.295, atom 49 (C): -0.047, atom 50 (H): 0.089, atom 51 (H): 0.099, atom 52 (H): 0.023, atom 53 (H): 0.119, atom 54 (H): 0.109, atom 55 (H): 0.110, atom 56 (H): 0.079, atom 57 (H): 0.111, atom 58 (H): 0.111, atom 59 (H): 0.110, atom 60 (H): 0.115, atom 61 (H): 0.090, atom 62 (H): 0.060, atom 63 (H): 0.064, atom 64 (H): 0.085, atom 65 (H): 0.110, atom 66 (H): 0.109, atom 67 (H): 0.116, atom 68 (H): 0.086, atom 69 (H): 0.060, atom 70 (H): 0.088, atom 71 (F): 0.163, atom 72 (C): -0.588, atom 73 (F): 0.162, atom 74 (F): 0.161, atom 75 (C): -0.077, atom 76 (C): 0.035, atom 77 (C): -0.127, atom 78 (N): -0.050, atom 79 (C): -0.093, atom 80 (C): 0.046, atom 81 (H): 0.139, atom 82 (H): 0.128, atom 83 (H): 0.115, atom 84 (H): 0.134